DFT (ωB97M-V/def2-TZVPD) results for a structure of composition C38H31BrN3O5SSc at a distorted geometry.

Results
spin multiplicity = 1
calculated total energy = -156197.393 eV
total charge = -2

Structure (XYZ):
```
80
Properties=species:S:1:pos:R:3:forces:R:3
Sc -1.84930 -1.40973 0.11695 -0.49 -0.60 -0.69
O 0.09201 -1.53564 3.77402 -0.17 0.06 -0.08
C -0.01035 -1.58103 2.56360 0.49 -0.31 0.25
O -1.03085 -1.16205 1.87863 -0.12 0.19 0.42
C 1.16776 -2.13674 1.73438 -0.28 0.14 -0.06
C 1.52005 -1.15765 0.60510 0.22 -0.03 0.14
C 2.88799 -1.47269 -0.00175 -0.08 0.00 -0.04
C 2.59081 -2.76979 -0.79179 -0.05 0.03 0.05
C 1.09143 -2.94443 -0.52117 0.24 -0.11 0.02
O 0.61614 -1.58770 -0.44928 -0.09 0.10 -0.02
C 0.87157 -3.44128 0.91755 -0.29 0.03 -0.15
C -0.55978 -3.99022 1.04741 0.42 -0.19 0.14
O -0.76400 -4.95923 1.75973 -0.13 0.04 -0.07
O -1.43040 -3.38357 0.31108 -0.25 -0.20 -0.02
H 1.99286 -2.26990 2.42958 0.03 -0.04 -0.01
H 1.36197 -0.11332 0.84187 -0.08 0.00 -0.06
H 3.65388 -1.59078 0.76398 -0.01 -0.01 0.01
H 3.18634 -0.65796 -0.66235 0.01 0.00 0.01
H 3.15503 -3.63085 -0.43173 0.02 -0.01 -0.03
H 2.78996 -2.64585 -1.85790 0.00 0.01 0.00
H 0.53422 -3.49161 -1.27812 -0.07 0.05 0.02
H 1.55392 -4.24430 1.18950 0.02 0.01 0.04
C 0.55270 -2.96175 -4.18919 0.02 -0.06 -0.02
N 0.45671 -1.66528 -3.56740 -0.22 0.21 -0.07
C 1.44987 -0.69584 -3.56502 0.11 -0.06 0.08
C 0.94810 0.38394 -2.93887 0.04 0.05 0.01
N -0.35920 0.09796 -2.59524 -0.06 -0.08 -0.06
C -0.66553 -1.16426 -2.98456 0.35 -0.08 -0.12
S -2.14310 -1.93929 -2.74683 0.04 -0.07 0.35
C -1.27426 0.96310 -1.94295 -0.18 -0.01 -0.11
C -1.83920 2.02025 -2.59357 0.05 -0.03 0.15
C -2.80824 2.82779 -2.00552 -0.05 0.17 0.01
C -3.28146 2.38689 -0.74733 0.07 -0.03 -0.09
C -2.75527 1.33497 -0.08368 -0.17 -0.01 0.05
N -1.47850 0.70464 -0.50291 0.49 0.95 0.05
H 0.81570 -2.85374 -5.24291 -0.01 -0.01 0.00
H -0.41906 -3.44271 -4.10212 0.00 -0.01 0.01
H 1.30461 -3.57832 -3.69237 0.01 0.03 0.02
H 2.43199 -0.88311 -3.96207 -0.02 0.00 -0.02
H 1.40507 1.32207 -2.68371 -0.01 0.02 0.06
H -1.54793 2.17741 -3.62816 0.03 -0.04 -0.01
H -3.27295 3.64406 -2.53767 0.00 -0.02 -0.01
H -4.14395 2.87289 -0.30311 -0.01 -0.04 0.06
H -3.07200 1.05554 0.91291 0.03 -0.14 -0.03
Br -8.55038 -2.68972 -1.47101 0.10 0.01 0.06
C -6.77223 -2.30505 -0.84168 -0.13 -0.02 -0.05
C -5.77091 -3.23651 -1.02552 0.01 -0.02 -0.01
C -4.48642 -2.92015 -0.59298 0.09 -0.05 0.13
C -4.13546 -1.69358 0.00288 -0.12 -0.18 0.00
C -5.21734 -0.82039 0.18509 0.05 0.08 0.11
C -6.51977 -1.09847 -0.22083 0.01 -0.04 0.03
H -5.97842 -4.18846 -1.49799 -0.02 0.01 0.00
H -3.72434 -3.68329 -0.72628 0.02 0.03 -0.04
H -5.05977 0.14303 0.65820 0.03 0.01 -0.06
H -7.31680 -0.38328 -0.06170 0.00 0.01 -0.02
C -0.42374 1.25473 0.25543 -0.04 0.50 -0.28
C 0.37964 1.95598 0.83510 0.12 -0.33 -0.16
C 1.51177 2.53814 1.45319 0.00 0.10 -0.02
C 2.62113 2.84252 0.59361 -0.09 0.01 0.09
C 2.43837 2.97559 -0.80818 0.03 0.00 -0.05
C 3.49572 3.18079 -1.67296 0.04 -0.01 0.02
C 4.80390 3.27528 -1.20345 0.08 -0.01 -0.04
C 5.01285 3.15332 0.16918 -0.01 0.00 -0.03
C 3.96383 2.94630 1.04433 -0.02 0.02 -0.02
C 1.48400 2.73711 2.88892 0.07 -0.01 0.04
C 2.26135 3.71818 3.54199 -0.02 -0.06 -0.03
C 2.20313 3.89793 4.91359 -0.01 0.00 0.04
C 1.36167 3.12142 5.70172 0.01 0.02 0.01
C 0.56705 2.16433 5.07535 -0.01 0.00 0.05
C 0.62134 1.97621 3.70787 0.04 0.03 -0.06
H 1.42586 2.93397 -1.19026 -0.04 0.00 -0.01
H 3.30345 3.28108 -2.73802 -0.04 0.01 0.01
H 5.63312 3.43100 -1.88348 -0.01 0.01 0.01
H 6.02444 3.20559 0.56077 -0.01 -0.01 0.02
H 4.17173 2.80907 2.09702 0.03 0.01 0.00
H 2.89348 4.36460 2.94692 0.01 0.02 0.03
H 2.81453 4.66674 5.37666 0.01 0.01 -0.02
H 1.32432 3.25912 6.77614 -0.01 0.00 0.00
H -0.09496 1.54371 5.66918 0.00 -0.03 -0.05
H 0.00849 1.21225 3.24421 -0.03 0.02 0.06
```
Positions in Å, forces in eV/Å.

DFT (ωB97M-V/def2-TZVPD) results for a structure of composition C38H31Cl2N7O3Ti.

Results
spin multiplicity = 2
calculated total energy = -104641.616 eV
total charge = +1
⟨S²⟩ = 0.7542

Structure (XYZ):
```
82
Properties=species:S:1:pos:R:3:forces:R:3
Ti 1.04225 -1.21257 -0.30113 0.10 0.47 0.07
Cl 3.75975 -7.18481 -1.72117 -0.05 0.02 0.00
C 2.65480 -5.85920 -1.69359 0.06 -0.02 0.00
C 3.14483 -4.59260 -1.38638 0.09 0.03 -0.02
C 2.27756 -3.52356 -1.33892 0.02 0.11 -0.10
N 2.58623 -2.17105 -1.03298 0.31 -0.26 -0.65
C 3.45263 -1.52389 -1.88221 -0.13 0.14 0.10
O 4.39918 -1.98650 -2.47214 0.06 -0.05 -0.02
C 3.03500 -0.08089 -2.11503 -0.02 -0.20 0.02
C 3.75646 0.72705 -2.96737 0.04 0.09 0.04
C 3.30391 2.01749 -3.19735 0.07 -0.01 -0.05
C 2.15716 2.45473 -2.55406 -0.05 -0.04 0.06
C 1.48617 1.57695 -1.72258 0.01 0.03 0.01
N 1.89495 0.31916 -1.52189 0.33 0.48 -0.22
C 0.91838 -3.69099 -1.62457 -0.10 0.08 0.03
C 0.43783 -4.94839 -1.93780 -0.08 0.00 -0.03
C 1.30535 -6.03604 -1.96467 -0.03 -0.03 -0.01
Cl 0.66121 -7.59286 -2.34025 0.02 0.02 0.01
N 0.07544 -2.52921 -1.51980 -0.14 -0.27 0.60
C -1.04871 -2.82456 -0.72405 0.27 -0.26 0.04
O -2.20255 -2.58458 -0.96068 -0.08 0.07 -0.05
C -0.60826 -3.39620 0.62694 -0.04 0.03 -0.13
C -1.20011 -4.47228 1.24790 -0.03 -0.01 0.07
C -0.60639 -4.97718 2.39677 -0.05 -0.02 -0.02
C 0.53720 -4.37039 2.89023 0.03 0.06 -0.01
C 1.03997 -3.26172 2.23269 -0.07 0.08 0.11
N 0.48112 -2.77162 1.12331 -0.25 -0.33 0.16
H 4.19770 -4.45804 -1.18520 0.00 0.00 0.00
H 4.64507 0.32013 -3.42907 0.00 0.02 -0.01
H 3.83917 2.67460 -3.87008 0.00 0.00 0.01
H 1.77637 3.45659 -2.69178 0.01 0.00 -0.02
H 0.59305 1.88453 -1.19374 -0.01 0.00 -0.02
H -0.60707 -5.09657 -2.18075 0.00 0.00 0.00
H -2.08458 -4.91486 0.81136 0.00 -0.01 0.00
H -1.02185 -5.84501 2.89126 0.00 0.00 0.00
H 1.03927 -4.74280 3.77117 0.00 -0.01 0.00
H 1.91700 -2.74731 2.60625 0.00 -0.02 0.00
C 0.65601 2.20049 2.32202 0.00 -0.05 0.00
C 1.87847 1.52832 1.76035 0.00 -0.04 -0.02
C 2.85360 2.28257 1.12313 0.04 -0.01 -0.05
C 4.02476 1.70070 0.64631 -0.03 0.04 0.02
C 4.24932 0.34506 0.80473 0.00 -0.03 0.00
C 3.28885 -0.42986 1.44470 -0.01 -0.07 0.04
C 2.10465 0.14809 1.90144 0.02 0.13 0.17
H 0.89509 3.21430 2.64036 0.02 -0.01 0.01
H 0.26262 1.66064 3.18351 -0.01 0.00 -0.01
H -0.14391 2.26986 1.58050 0.00 0.01 -0.02
H 2.70965 3.35187 1.02089 0.01 0.00 0.00
H 4.77389 2.31970 0.16925 0.00 0.00 0.00
H 5.16882 -0.10766 0.45791 0.00 0.00 0.00
H 3.49230 -1.47774 1.62755 -0.01 -0.01 -0.03
H 1.43394 -0.43880 2.52436 -0.07 0.02 -0.06
C -1.65660 5.41568 2.46183 0.00 0.01 0.01
C -2.55368 4.69536 1.49263 0.00 -0.02 0.00
C -3.83160 4.28665 1.85381 -0.03 -0.01 0.01
C -4.64943 3.60520 0.96350 0.05 0.02 0.04
C -4.20862 3.33223 -0.32348 -0.04 0.06 -0.08
N -5.07202 2.62661 -1.20046 -0.02 0.10 -0.02
C -4.75134 1.74339 -2.20217 -0.10 -0.26 0.27
O -5.49574 1.49099 -3.11859 0.07 0.14 -0.08
N -3.51491 1.09859 -2.08285 0.02 0.04 -0.14
C -2.88812 0.68269 -0.91191 0.04 0.10 -0.03
C -3.51987 0.58188 0.32097 -0.04 -0.14 0.09
C -2.78123 0.17340 1.41789 -0.04 0.03 -0.02
C -1.44770 -0.13287 1.26417 0.14 0.10 -0.01
N -0.82109 -0.04008 0.07927 -0.48 -0.31 0.06
C -1.54201 0.34905 -0.97583 0.20 0.04 -0.06
C -2.94674 3.76855 -0.71535 -0.04 0.03 0.01
C -2.13284 4.42685 0.19124 0.02 -0.02 -0.02
H -2.19197 5.68440 3.37088 -0.01 0.00 0.00
H -1.25711 6.33116 2.02413 0.00 0.00 -0.01
H -0.80693 4.79264 2.74918 -0.02 0.01 0.00
H -4.19915 4.49979 2.85018 0.00 0.00 0.00
H -5.63652 3.28135 1.27132 -0.01 0.00 0.00
H -6.03705 2.91755 -1.24002 0.02 0.06 -0.05
H -3.26907 0.61024 -2.93195 -0.03 -0.05 0.03
H -4.57439 0.79815 0.41656 0.04 -0.04 0.00
H -3.24516 0.07751 2.38922 -0.01 0.00 0.00
H -0.85140 -0.45598 2.10744 -0.01 -0.03 -0.01
H -1.03283 0.37603 -1.93366 -0.01 -0.01 0.01
H -2.61156 3.60727 -1.73066 0.00 -0.02 -0.03
H -1.15689 4.77260 -0.13291 0.00 0.00 0.01
```
Positions in Å, forces in eV/Å.

DFT (ωB97M-V/def2-TZVPD) results for a structure of composition C38H31Cl7MoN5O7PS3.

Results
spin multiplicity = 2
calculated total energy = -193008.972 eV
total charge = -1
⟨S²⟩ = 0.7549

Structure (XYZ):
```
93
Properties=species:S:1:pos:R:3:forces:R:3
Mo -1.85413 -0.09081 -0.00286 0.03 0.08 0.01
O -0.05205 -0.54290 -3.82726 0.01 0.02 -0.04
C -0.39487 -0.66300 -2.66803 0.04 -0.02 0.04
N -1.62617 -0.58104 -2.09012 -0.02 0.00 -0.03
C -2.75331 -0.74489 -2.85963 -0.03 0.01 0.07
O -2.84543 -0.79788 -4.06666 0.01 0.00 -0.04
C -3.96356 -0.97442 -1.99282 0.06 0.02 -0.04
C -5.17800 -1.32143 -2.55068 -0.03 0.00 -0.01
C -6.24532 -1.57030 -1.70543 0.00 0.00 -0.03
C -6.05516 -1.45111 -0.33764 0.01 0.00 0.03
C -4.80760 -1.09276 0.14222 -0.01 0.00 -0.01
N -3.77780 -0.86498 -0.67578 -0.01 -0.02 0.03
C 0.62460 -1.01966 -1.61679 -0.06 0.03 -0.06
C 1.91927 -1.37017 -1.96250 0.03 -0.05 0.03
C 2.78060 -1.77243 -0.95825 0.00 -0.01 -0.06
C 2.31758 -1.78903 0.34995 0.01 0.01 0.05
C 1.01943 -1.39165 0.61133 0.00 -0.01 -0.01
N 0.17974 -1.01923 -0.35973 0.04 -0.11 0.05
H -5.24446 -1.38988 -3.62718 0.00 0.00 0.01
H -7.21161 -1.85134 -2.10490 0.00 0.00 0.00
H -6.86122 -1.63071 0.36077 0.01 0.00 0.00
H -4.60560 -0.97057 1.19677 0.00 0.00 0.00
H 2.19637 -1.33217 -3.00728 0.00 0.00 0.00
H 3.79476 -2.07833 -1.18832 -0.01 -0.01 0.01
H 2.94501 -2.12078 1.16679 -0.01 0.01 0.00
H 0.61311 -1.39169 1.61184 -0.01 0.00 0.02
C 0.43026 -6.36794 1.78445 -0.01 -0.01 -0.01
C 0.38833 -5.25204 0.76141 0.00 0.02 0.03
O -0.19701 -4.07527 1.33362 0.00 0.02 -0.02
P -1.72403 -3.65633 1.02224 0.03 -0.02 0.05
S -1.94265 -1.85550 1.88213 -0.02 -0.01 -0.05
S -2.21618 -3.92521 -0.84218 -0.02 0.02 -0.04
O -2.46814 -4.71973 1.99389 0.01 -0.04 -0.01
C -3.89745 -4.72689 2.02997 0.02 0.02 0.01
C -4.34248 -6.01258 2.68765 -0.01 0.00 0.01
H 0.91691 -7.24828 1.35826 0.00 0.00 0.00
H -0.58071 -6.63632 2.08963 0.01 0.00 0.00
H 0.98600 -6.05739 2.67033 0.00 0.00 -0.01
H -0.17202 -5.54059 -0.12942 -0.01 0.00 0.00
H 1.39478 -4.96491 0.44817 0.00 0.00 0.01
H -4.28352 -4.65221 1.01000 0.00 0.00 -0.01
H -4.23548 -3.85244 2.59293 0.00 0.00 0.00
H -4.01307 -6.87222 2.10291 0.00 0.00 0.01
H -5.43141 -6.03814 2.76071 0.01 0.00 0.00
H -3.92566 -6.09556 3.69223 0.00 0.00 -0.01
Cl -3.36679 6.60403 0.34180 0.00 -0.03 0.01
C -3.31048 4.90190 0.66770 0.01 0.01 -0.04
C -3.69675 4.41456 1.90378 -0.02 -0.02 0.04
Cl -4.26468 5.49057 3.13784 0.01 -0.01 -0.01
C -3.61017 3.03698 2.16217 -0.02 0.04 0.02
Cl -4.02624 2.38802 3.71363 0.00 0.01 -0.01
C -3.15736 2.16146 1.19298 0.02 -0.06 -0.02
O -3.00868 0.85839 1.38206 0.01 0.03 0.02
C -2.79162 2.64905 -0.09334 0.09 0.01 0.01
O -2.35413 1.77338 -0.95334 -0.02 -0.04 0.02
C -2.85324 4.02177 -0.32237 0.01 0.03 -0.01
Cl -2.27867 4.60370 -1.85171 -0.01 -0.01 0.02
Cl 7.05636 0.39156 1.96980 -0.01 0.00 -0.01
C 5.81151 1.39812 1.29360 0.01 -0.01 0.01
C 4.49963 0.96450 1.29691 -0.03 0.00 -0.02
C 3.52294 1.77040 0.73636 -0.02 -0.05 -0.01
C 3.81875 3.01196 0.17089 -0.01 0.02 0.04
C 2.75405 3.88534 -0.45887 0.05 0.01 -0.03
C 1.61356 4.27487 0.48668 -0.03 0.01 0.04
N 0.84307 3.14658 0.97453 0.03 0.05 -0.07
C 0.76579 2.66561 2.26369 0.06 -0.02 0.00
C 0.02910 1.52240 2.19665 -0.05 0.00 -0.05
N -0.34429 1.30495 0.89107 -0.03 0.13 0.07
C 0.14747 2.30318 0.18892 -0.05 -0.10 -0.02
O 2.14938 3.38054 -1.64831 -0.08 -0.04 0.04
C 2.56495 2.15533 -2.22966 0.07 0.01 0.01
C 4.00910 2.12307 -2.65075 -0.02 -0.01 -0.01
C 4.64639 3.08107 -3.37835 0.00 0.03 0.03
Cl 3.97081 4.52762 -4.00560 0.00 0.00 0.02
S 6.30159 2.72311 -3.65329 0.02 -0.02 -0.04
C 6.15860 1.23935 -2.80895 0.01 0.00 0.02
C 4.90138 1.05405 -2.33292 -0.02 -0.01 0.01
C 5.15701 3.41129 0.20320 0.01 0.00 0.02
Cl 5.67380 4.93517 -0.46459 -0.01 -0.01 -0.01
C 6.15415 2.62133 0.75215 0.01 0.02 0.00
H 4.23918 0.00629 1.72178 0.00 -0.02 0.01
H 2.50775 1.39538 0.72951 0.00 0.03 -0.02
H 3.22591 4.82939 -0.73419 0.02 0.01 -0.02
H 0.94699 4.94215 -0.06184 0.00 0.01 0.01
H 2.01342 4.81278 1.34603 -0.01 0.00 0.01
H 1.22333 3.18044 3.09045 0.01 -0.01 -0.01
H -0.29358 0.86231 2.98463 0.00 0.01 0.00
H -0.02225 2.46471 -0.86256 -0.01 0.01 0.00
H 1.91193 2.03856 -3.09564 -0.02 -0.01 -0.02
H 2.37084 1.30577 -1.56691 0.02 0.05 -0.01
H 7.01338 0.59083 -2.70272 -0.01 0.01 0.01
H 4.59563 0.19080 -1.75677 0.02 0.04 -0.01
H 7.18052 2.95804 0.74714 -0.01 0.00 0.00
```
Positions in Å, forces in eV/Å.

The evaluated energy above the lowest of the compared OMol25 structures with the same formula, charge and spin for the records listed, in turn: 11.2, 8.3, 0.0 kcal/mol.